15
Properties=species:S:1:pos:R:3:mulliken_charge:R:1 method="wB97M-V/def2-TZVPD" e_above_lowest_kcal_mol=75.5 total_charge=0 gap_ev="7.88 / 7.88" largest_force_ha_per_bohr=0.1001 total_energy_ev=-84642.3642 lumo_ev="-0.32 / -0.32" molar_mass_g_mol=179.0
C 0.25 0.68 -0.72 -0.48
C -1.03 0.88 -1.04 -0.08
C 0.58 -0.46 0.11 -0.06
C -2.12 -0.05 -0.88 -0.70
C 0.30 -0.05 1.58 -1.17
P -0.43 -1.98 -0.36 0.03
Br -3.58 0.06 0.33 -0.10
H 0.98 1.47 -0.87 0.43
H -1.42 1.75 -1.64 0.32
H 1.65 -0.59 -0.09 0.38
H -2.54 -0.44 -1.92 0.32
H 0.80 0.95 1.85 0.32
H 0.53 -0.82 2.18 0.46
H -0.73 0.18 1.69 0.31
H -0.33 -1.66 -1.78 0.04

19
Properties=species:S:1:pos:R:3:mulliken_charge:R:1 method="wB97M-V/def2-TZVPD" e_above_lowest_kcal_mol=42.7 total_charge=0 gap_ev="6.24 / 7.64" largest_force_ha_per_bohr=0.0852 total_energy_ev=-42910.9484 lumo_ev="-2.46 / -1.82" molar_mass_g_mol=310.5
C -1.01 -1.02 1.23 0.64
C 0.18 -1.96 1.15 -1.22
C 0.87 2.57 -0.34 -0.80
C 1.54 1.30 -0.58 -0.48
C -2.18 -1.52 0.50 0.00
O -1.09 0.03 1.93 -0.62
O -0.77 0.96 -1.98 -0.60
O 0.65 -1.04 -1.83 -0.54
S 0.01 0.10 -1.14 0.86
Cl -3.56 -0.65 0.81 -0.09
I -2.11 -2.94 -0.97 0.25
H 0.92 -1.50 1.74 0.35
H 0.00 -3.01 1.38 0.42
H 0.50 -2.06 0.00 0.32
H 1.30 3.56 -0.63 0.34
H -0.06 2.49 -0.97 0.29
H 0.55 2.69 0.83 0.21
H 1.90 0.66 0.22 0.32
H 2.36 1.31 -1.34 0.35

15
Properties=species:S:1:pos:R:3:mulliken_charge:R:1 method="wB97M-V/def2-TZVPD" e_above_lowest_kcal_mol=29.6 total_charge=0 gap_ev=9.95 largest_force_ha_per_bohr=0.0882 smiles="C=C(C)/N=C(/C)Cl" total_energy_ev=-19325.6677 lumo_ev=0.83 molar_mass_g_mol=117.6
C 1.23 1.17 1.14 -0.92
C 1.06 0.36 0.12 0.54
C 1.85 0.44 -1.15 -1.11
N -0.04 -0.64 0.02 -0.44
C -1.27 -0.43 -0.02 0.57
C -2.31 -1.49 0.35 -0.93
Cl -1.88 1.30 -0.04 -0.22
H 0.56 1.04 1.92 0.36
H 2.08 1.78 1.00 0.32
H 2.31 1.38 -1.41 0.38
H 2.64 -0.34 -1.04 0.27
H 1.29 0.22 -2.12 0.28
H -3.15 -1.28 -0.29 0.30
H -1.78 -2.36 0.18 0.33
H -2.60 -1.16 1.35 0.29

19
Properties=species:S:1:pos:R:3:mulliken_charge:R:1 method="wB97M-V/def2-TZVPD" e_above_lowest_kcal_mol=89.2 total_charge=0 gap_ev=9.50 largest_force_ha_per_bohr=0.1327 smiles=CCNc1nc(N)nc(Cl)n1 total_energy_ev=-25285.4227 lumo_ev=0.58 molar_mass_g_mol=173.6
C 0.20 2.14 1.50 -1.07
C 1.24 1.04 1.54 -0.42
N 1.41 0.62 0.21 -0.04
C 0.57 -0.13 -0.59 0.31
N -0.34 -0.77 0.27 -0.41
C -1.18 -1.43 -0.52 0.38
N -2.27 -2.14 -0.17 -0.37
N -0.93 -1.84 -1.92 -0.52
C 0.06 -1.20 -2.45 0.41
Cl 0.69 -1.77 -4.03 -0.18
N 0.71 0.03 -2.04 -0.54
H -0.71 1.72 1.03 0.30
H 0.63 2.99 1.14 0.36
H 0.28 2.56 2.58 0.31
H 2.13 1.53 2.14 0.36
H 0.54 0.28 2.12 0.25
H 2.21 0.92 -0.37 0.27
H -2.53 -2.66 -1.12 0.37
H -2.69 -1.90 0.68 0.24

20
Properties=species:S:1:pos:R:3:mulliken_charge:R:1 method="wB97M-V/def2-TZVPD" total_charge=-2 gap_ev=2.88 largest_force_ha_per_bohr=0.0312 total_energy_ev=-38349.3347 lumo_ev=4.99 molar_mass_g_mol=213.6
O 0.92 -1.92 3.33 -0.78
C 0.69 -0.67 3.27 0.52
O 1.47 0.13 2.65 -0.77
N -0.54 -0.13 3.82 -0.49
Cl -1.83 -0.95 2.89 -0.36
C 0.87 -0.34 -0.34 -0.58
C 0.82 -0.29 -1.89 -0.69
C -0.63 0.00 -2.30 -0.66
S -1.35 0.92 -0.93 1.11
O -2.36 0.11 -0.31 -0.59
O -1.61 2.29 -1.35 -0.73
C 0.09 0.87 0.14 -0.51
H 1.88 -0.33 0.04 0.40
H 0.39 -1.25 0.02 0.28
H 1.47 0.52 -2.24 0.29
H 1.18 -1.22 -2.33 0.35
H -0.70 0.59 -3.21 0.34
H -1.20 -0.92 -2.41 0.36
H -0.22 0.79 1.18 0.23
H 0.65 1.79 -0.02 0.30

16
Properties=species:S:1:pos:R:3:mulliken_charge:R:1 method="wB97M-V/def2-TZVPD" e_above_lowest_kcal_mol=34.1 total_charge=0 gap_ev=8.79 largest_force_ha_per_bohr=0.0917 smiles="C/C(S)=N/C(C)=C/Cl" total_energy_ev=-30160.6846 lumo_ev=0.54 molar_mass_g_mol=149.6
C 2.24 -1.06 0.55 -1.13
C 1.08 -0.15 0.34 0.52
S 1.45 1.61 0.18 -0.19
N -0.02 -0.65 0.12 -0.41
C -1.18 -0.14 -0.24 0.64
C -1.31 1.09 -1.17 -1.56
C -2.24 -0.58 0.44 -0.39
Cl -3.81 0.04 0.19 -0.20
H 1.75 -2.07 0.81 0.27
H 2.72 -0.68 1.45 0.41
H 2.91 -1.16 -0.30 0.28
H 2.57 1.39 0.67 0.10
H -2.30 0.98 -1.67 0.47
H -0.57 0.95 -1.86 0.45
H -1.27 1.97 -0.45 0.33
H -2.02 -1.52 0.94 0.41